C27H71AsF6N5O7 | ωB97M-V/def2-TZVPD

Values from the calculation:
Net charge ... -2
<S²> ... 0.7503
HOMO energy (spin up / spin down) ... 2.79 / -3.55 eV
Gap between HOMO and LUMO (spin up / spin down) ... 1.210 / 7.479 eV
DFT total energy ... -128073.439 eV
2S+1 ... 2

XYZ file:
```
117
Properties=species:S:1:pos:R:3:lowdin_spin:R:1
As 28.8030 24.6331 31.8414 0.006
F 28.0522 24.4737 30.2414 0.002
F 29.8226 25.9137 31.1710 0.003
F 29.5258 24.6879 33.4773 0.003
F 27.8918 23.2384 32.4432 0.004
F 30.1048 23.5015 31.2896 0.003
F 27.4571 25.7378 32.2751 0.004
C 32.6388 28.6488 34.9458 0.044
C 33.1415 27.3584 34.1623 0.001
C 34.6830 27.5391 34.0021 0.069
C 35.4521 26.3301 33.6141 0.052
C 35.1338 25.1756 34.6127 0.066
C 33.5831 24.9150 34.8855 0.001
N 32.7898 26.1534 34.9709 0.002
O 31.4312 26.0447 35.2292 0.006
C 33.0091 23.9102 33.7696 0.011
C 33.5842 24.2530 36.2448 0.074
C 32.4147 27.3283 32.8236 0.008
H 31.5497 28.6653 34.9858 0.002
H 32.8760 29.6111 34.4920 0.015
H 33.0165 28.7242 35.9655 0.014
H 34.7792 28.2395 33.1725 0.020
H 35.0719 28.0494 34.8832 0.027
H 36.5079 26.5976 33.6569 0.034
H 35.1181 26.0954 32.6034 0.004
H 35.6038 25.5911 35.5041 0.030
H 35.6538 24.2866 34.2558 0.020
H 33.5949 23.0298 33.5054 0.008
H 32.1248 23.4273 34.1853 0.002
H 32.5823 24.3303 32.8588 0.001
H 33.9631 24.9322 37.0085 0.027
H 32.5808 23.8914 36.4698 0.001
H 34.1814 23.3416 36.2741 0.022
H 31.3345 27.3042 32.9676 0.001
H 32.7102 26.3715 32.3931 0.001
H 32.7639 28.1116 32.1510 0.009
H 31.2412 25.4481 34.5015 0.001
C 28.4539 27.8308 34.7773 0.011
O 27.2605 27.8306 34.0001 0.006
H 29.3416 28.0651 34.1899 0.001
H 28.3380 28.3694 35.7178 0.004
H 28.5550 26.8377 35.2151 0.001
H 27.3844 27.0818 33.4121 0.001
C 29.4164 29.4219 31.1131 0.019
O 29.1854 29.4881 29.7114 0.026
H 30.1906 28.7362 31.4573 0.001
H 29.7694 30.4475 31.2215 0.009
H 28.5495 29.0978 31.6888 0.001
H 29.3274 30.4009 29.4500 0.006
C 28.8659 23.9714 36.5959 0.008
C 29.3632 23.6740 38.0433 0.015
C 28.3952 22.9735 38.9823 0.028
O 28.7702 23.0115 40.4351 0.022
C 27.9539 22.2733 41.2932 0.073
N 30.5926 22.8638 37.8836 0.007
H 28.8486 23.0504 36.0132 0.001
H 29.5386 24.7018 36.1465 0.000
H 27.8388 24.2829 36.4062 0.003
H 29.6507 24.6092 38.5238 0.008
H 28.2226 21.9541 38.6372 0.005
H 27.4862 23.5739 39.0175 0.006
H 28.2734 22.2941 42.3351 0.013
H 27.9888 21.2330 40.9697 0.010
H 26.9215 22.5941 41.1542 0.009
H 31.3227 23.5512 38.0045 0.012
H 30.7001 22.2235 38.6572 0.014
C 26.6979 25.5365 27.2566 0.001
C 27.1306 26.9126 27.8224 0.001
C 26.2004 27.3770 28.9587 0.002
O 24.9103 27.4330 28.4301 0.003
C 23.9035 27.7891 29.3804 0.009
N 28.3912 26.6820 28.4800 0.001
H 25.8335 25.7038 26.6141 0.000
H 26.5343 24.8022 28.0454 0.000
H 27.5106 25.1199 26.6616 0.000
H 27.1979 27.6010 26.9799 0.001
H 26.4228 28.3713 29.3459 0.002
H 26.1962 26.6888 29.8039 0.001
H 22.9358 27.6792 28.8908 0.002
H 23.9171 28.8378 29.6772 0.003
H 23.9803 27.0905 30.2135 0.001
H 28.6747 27.4117 29.1182 0.001
H 28.1641 25.9472 29.1348 0.000
C 21.8388 23.4198 28.2055 0.002
C 22.7384 24.5557 28.6412 0.002
C 24.0702 24.1950 29.3752 0.001
O 23.7778 23.2122 30.4101 0.002
C 24.9360 22.8470 31.0784 0.004
N 23.0205 25.2888 27.4589 0.001
H 21.5003 22.8900 29.0959 0.000
H 22.4665 22.6227 27.8069 0.000
H 21.1228 23.7153 27.4387 0.000
H 22.0879 25.2352 29.1918 0.001
H 24.5560 25.0699 29.8072 0.000
H 24.7270 23.7858 28.6075 0.000
H 25.6797 22.4573 30.3833 0.000
H 24.6689 22.0280 31.7462 0.001
H 25.3855 23.6164 31.7062 0.001
H 23.6312 26.0137 27.8078 0.000
H 22.2565 25.9114 27.2379 0.001
C 32.8771 23.9857 29.3824 0.012
C 32.0471 24.6330 28.3357 0.004
C 30.9895 23.7479 27.6518 0.001
O 30.4223 24.4984 26.5884 0.001
C 29.7875 23.6452 25.5556 0.001
N 31.4708 25.8633 28.9219 0.002
H 32.3688 23.9560 30.3462 0.001
H 33.7934 24.5707 29.4619 0.006
H 33.0438 22.9519 29.0797 0.002
H 32.7211 24.7758 27.4911 0.001
H 30.3000 23.5405 28.4702 0.000
H 31.4458 22.8521 27.2306 0.001
H 29.0650 23.0024 26.0584 0.000
H 30.5739 23.0385 25.1065 0.000
H 29.2624 24.3151 24.8746 0.000
H 32.3201 26.3160 29.2282 0.005
H 30.9616 25.4849 29.7077 0.000
```